Record 1
Below is C39H68BrN2O10PS2 as an isolated structure in a non-equilibrium geometry, with properties calculated with ωB97M-V/def2-TZVPD.

```
! RIJCOSX wB97M-V def2-TZVPD def2/J DEFGRID3
* xyz 0 1
C 1.582 -1.946 2.114
C 2.681 -0.911 1.755
C 2.680 -0.680 0.215
O 2.180 0.608 -0.189
C 0.890 0.851 0.179
C -0.202 0.221 -0.328
C -0.002 -0.853 -1.386
C 0.757 -0.346 -2.628
O 1.331 -1.092 -3.362
Br 0.752 1.571 -3.078
C -1.542 0.591 0.104
C -2.772 -0.078 -0.486
C -3.197 -1.409 0.191
C -3.206 -1.386 1.752
C -4.674 -1.664 -0.260
C -1.703 1.585 1.035
P -3.377 2.095 1.645
S -3.496 2.100 3.600
C -0.589 2.278 1.622
N -0.653 3.247 2.525
S 0.928 3.611 2.741
N 1.665 2.605 1.742
C 0.707 1.873 1.153
H 1.636 -2.762 1.377
H 1.780 -2.412 3.084
H 0.598 -1.459 2.070
H 3.653 -1.363 1.996
H 2.611 0.030 2.313
H 2.210 -1.525 -0.298
H 3.733 -0.692 -0.099
H -0.973 -1.193 -1.771
H 0.479 -1.751 -0.987
H -2.514 -0.335 -1.528
H -3.616 0.610 -0.579
H -2.620 -2.287 -0.128
H -4.249 -1.353 2.101
H -2.757 -2.298 2.160
H -2.700 -0.525 2.203
H -4.752 -1.478 -1.339
H -5.051 -2.640 0.063
H -5.261 -0.878 0.247
H -3.707 3.352 1.082
H -4.355 1.178 1.202
C 5.999 -4.043 1.721
C 5.079 -4.216 2.901
O 4.031 -3.608 2.973
C 5.510 -5.167 3.989
H 5.560 -3.328 1.023
H 6.966 -3.660 2.055
H 6.135 -4.995 1.213
H 6.455 -4.830 4.421
H 5.621 -6.175 3.588
H 4.751 -5.180 4.771
C -7.988 -6.036 -0.729
C -7.422 -5.019 0.230
O -6.415 -5.239 0.865
C -8.165 -3.715 0.361
H -7.357 -6.924 -0.726
H -8.996 -6.319 -0.421
H -8.010 -5.622 -1.738
H -9.181 -3.896 0.715
H -8.189 -3.209 -0.607
H -7.651 -3.078 1.079
C 2.182 6.762 1.694
C 2.858 7.727 2.638
O 3.870 7.423 3.228
C 2.214 9.078 2.808
H 2.746 5.831 1.663
H 1.170 6.550 2.042
H 2.150 7.186 0.688
H 1.207 8.963 3.200
H 2.181 9.599 1.851
H 2.799 9.670 3.510
C -1.991 9.825 0.912
C -1.320 10.796 1.852
O -0.307 10.502 2.446
C -1.966 12.149 2.022
H -1.423 8.897 0.886
H -3.002 9.609 1.258
H -2.025 10.245 -0.095
H -2.977 12.033 2.416
H -2.000 12.669 1.063
H -1.382 12.742 2.722
C -0.513 4.586 -3.622
C -1.908 5.156 -3.699
O -2.667 5.097 -2.759
C -2.316 5.803 -5.000
H -0.355 4.154 -2.637
H -0.390 3.805 -4.374
H 0.222 5.377 -3.782
H -2.268 5.075 -5.811
H -1.658 6.646 -5.220
H -3.338 6.168 -4.916
C -7.217 -0.756 -3.065
C -7.934 -1.915 -3.710
O -8.102 -2.952 -3.110
C -8.427 -1.729 -5.123
H -6.923 -1.037 -2.056
H -6.321 -0.508 -3.637
H -7.878 0.111 -3.011
H -7.587 -1.521 -5.787
H -9.143 -0.907 -5.162
H -8.920 -2.640 -5.455
C 6.806 -9.439 2.008
C 6.428 -8.169 1.288
O 6.168 -7.154 1.897
C 6.387 -8.216 -0.216
H 6.796 -9.263 3.083
H 6.089 -10.228 1.774
H 7.809 -9.750 1.713
H 5.650 -8.952 -0.545
H 7.372 -8.472 -0.608
H 6.103 -7.238 -0.599
C 8.887 -3.175 -0.973
C 8.066 -4.335 -1.478
O 7.915 -5.335 -0.815
C 7.441 -4.194 -2.844
H 9.274 -3.411 0.017
H 9.727 -2.992 -1.645
H 8.266 -2.280 -0.904
H 8.219 -4.055 -3.597
H 6.758 -3.343 -2.855
H 6.882 -5.097 -3.080
*
```

Values from the calculation:
* energy relative to the best compared isomer or geometry (same formula, charge and spin): 0.0 kJ/mol
* molar mass: 899.99 g mol⁻¹
* HOMO energy: -8.0367 eV
* electronic energy: -166001.575 eV

***

Record 2
Below is a 13-piece molecular cluster, C39H69Br26ClNO2 overall in a non-equilibrium geometry, with properties calculated with ωB97M-V/def2-TZVPD.

```
! RIJCOSX wB97M-V def2-TZVPD def2/J DEFGRID3
* xyz -1 1
N -1.509 0.522 3.586
C -0.163 0.245 3.021
C -0.093 -1.059 2.191
C -1.409 -1.495 1.512
C -1.193 -1.695 0.006
Cl -0.591 -3.337 -0.403
C 0.791 0.171 4.240
C 2.197 0.741 4.033
C 2.999 0.151 2.899
C 3.144 -1.198 2.687
C 3.881 -1.669 1.616
C 4.480 -0.800 0.724
C 4.383 0.599 0.917
C 3.644 1.014 2.016
C 0.144 1.473 2.102
O 0.233 1.261 0.866
O 0.275 2.588 2.657
H -1.897 -0.352 3.926
H -2.047 0.872 2.808
H 0.245 -1.884 2.825
H 0.665 -0.943 1.421
H -1.717 -2.469 1.892
H -2.208 -0.761 1.580
H -2.135 -1.551 -0.521
H -0.479 -0.968 -0.369
H 0.317 0.795 4.996
H 0.832 -0.838 4.657
H 2.765 0.536 4.952
H 2.152 1.822 3.932
H 2.661 -1.889 3.368
H 3.948 -2.742 1.488
H 4.996 -1.264 -0.091
H 4.828 1.344 0.280
H 3.544 2.077 2.202
Br 4.705 0.205 -1.893
C 4.758 -0.093 -3.819
C 3.376 -0.087 -4.410
Br 2.452 -1.754 -4.022
H 5.277 -1.033 -3.982
H 5.352 0.722 -4.231
H 3.421 -0.032 -5.494
H 2.753 0.717 -4.031
Br -4.356 1.574 2.007
C -4.930 0.831 0.309
C -6.223 0.073 0.437
Br -5.953 -1.672 1.256
H -4.114 0.214 -0.055
H -5.058 1.689 -0.348
H -6.642 -0.132 -0.545
H -6.956 0.596 1.043
Br 0.941 -6.595 0.970
C 0.121 -7.401 -0.655
C -1.092 -8.234 -0.323
Br -0.607 -9.984 0.382
H 0.882 -7.976 -1.162
H -0.184 -6.563 -1.275
H -1.650 -8.450 -1.232
H -1.749 -7.764 0.404
Br -2.089 5.503 2.760
C -2.170 4.592 1.048
C -3.035 5.334 0.066
Br -4.941 5.088 0.428
H -2.514 3.583 1.247
H -1.140 4.552 0.698
H -2.885 4.945 -0.940
H -2.855 6.406 0.073
Br 5.540 -1.075 -7.719
C 4.556 -0.741 -9.364
C 3.753 0.530 -9.277
Br 2.154 0.284 -8.202
H 3.940 -1.616 -9.544
H 5.313 -0.662 -10.141
H 3.397 0.825 -10.261
H 4.309 1.349 -8.834
Br -6.759 2.889 -2.333
C -7.023 4.812 -2.487
C -8.172 5.151 -3.397
Br -7.694 4.942 -5.273
H -6.080 5.229 -2.824
H -7.227 5.153 -1.475
H -8.442 6.199 -3.284
H -9.043 4.529 -3.223
Br 0.646 -5.150 -4.221
C 0.425 -4.541 -6.054
C 1.072 -5.479 -7.038
Br 3.007 -5.269 -7.061
H 0.835 -3.536 -6.100
H -0.650 -4.502 -6.217
H 0.747 -5.251 -8.051
H 0.870 -6.522 -6.818
Br 4.334 -7.251 -3.902
C 4.469 -5.452 -3.165
C 4.149 -5.435 -1.693
Br 2.235 -5.579 -1.360
H 3.801 -4.824 -3.747
H 5.499 -5.147 -3.341
H 4.449 -4.485 -1.255
H 4.618 -6.249 -1.148
Br -3.529 -8.446 4.687
C -2.218 -9.873 4.511
C -0.844 -9.425 4.932
Br -0.018 -8.312 3.567
H -2.250 -10.203 3.477
H -2.577 -10.671 5.159
H -0.187 -10.285 5.046
H -0.851 -8.852 5.854
Br -3.395 3.004 5.545
C -2.964 4.796 6.141
C -3.383 5.029 7.568
Br -5.304 5.308 7.726
H -3.436 5.481 5.444
H -1.882 4.874 6.047
H -2.931 5.940 7.955
H -3.134 4.196 8.218
Br 2.383 2.482 9.917
C 2.243 2.165 7.998
C 0.843 2.379 7.495
Br -0.324 0.894 7.947
H 2.602 1.157 7.820
H 2.924 2.880 7.541
H 0.835 2.424 6.406
H 0.382 3.275 7.898
Br -4.889 9.426 0.430
C -4.960 8.451 -1.251
C -5.816 9.144 -2.276
Br -7.713 8.893 -1.911
H -5.312 7.451 -1.015
H -3.928 8.401 -1.594
H -5.655 8.711 -3.261
H -5.643 10.214 -2.318
Br 8.574 2.455 -1.299
C 7.574 2.861 -2.914
C 6.823 4.162 -2.793
Br 5.236 3.960 -1.696
H 6.918 2.016 -3.096
H 8.319 2.923 -3.705
H 6.462 4.485 -3.768
H 7.420 4.952 -2.349
*
```

Values from the calculation:
* molar mass: 2696.94 g mol⁻¹
* HOMO energy: -4.9975 eV
* electronic energy: -1880777.704 eV